Arrangement one

Entry from OMol25: a single C3H10NO2P molecule (ωB97M-V with the def2-TZVPD basis set).

Last columns: bonded neighbours and bond lengths (Å).
Element x y z (Å)
1 C -2.23942 -1.38796 0.16054  O2 1.379, H8 1.149, H9 1.122, H10 1.160
2 O -1.85406 -0.07205 0.30899  C1 1.379, P3 1.756
3 P -0.70800 0.65867 -0.80265  O2 1.756, O4 1.738, N5 1.683
4 O -0.89569 2.26625 -0.16971  P3 1.738, H11 0.965
5 N 0.77202 0.30636 -0.08228  P3 1.683, C6 1.422, C7 1.418
6 C 1.42695 -0.82158 -0.64812  N5 1.422, H12 0.999, H13 1.115, H14 1.147
7 C 1.69823 1.12578 0.61149  N5 1.418, H15 1.218, H16 1.082, H17 1.055
8 H -2.64964 -1.80815 1.14843  C1 1.149
9 H -1.33428 -1.94682 -0.19777  C1 1.122
10 H -3.09597 -1.50867 -0.61227  C1 1.160
11 H -1.76927 2.34062 0.23466  O4 0.965
12 H 0.77470 -1.42182 -1.10898  C6 0.999
13 H 2.20198 -0.53035 -1.39421  C6 1.115
14 H 1.97474 -1.39992 0.17679  C6 1.147
15 H 1.24717 2.24442 0.78049  C7 1.218
16 H 1.90486 0.75513 1.60663  C7 1.082
17 H 2.54570 1.20009 -0.01202  C7 1.055

Summary:
HOMO energy: -8.63 eV

=====

Arrangement two

Entry from OMol25: a single C3H10NO2P molecule (ωB97M-V with the def2-TZVPD basis set).

Last columns: bonded neighbours and bond lengths (Å).
Element x y z (Å)
1 C 0.11658 0.45849 1.48033  C2 1.536, H8 1.144, H9 1.009, H10 1.165
2 C -0.29498 0.50714 0.00155  C1 1.536, C3 1.536, N4 1.477, H11 1.121
3 C -1.62933 -0.23731 -0.15996  C2 1.536, H12 1.086, H13 1.126, H14 1.170
4 N 0.72240 0.05158 -0.96756  C2 1.477, P5 1.679, H15 1.012
5 P 2.07901 -0.79705 -0.45925  N4 1.679, O6 1.736, O7 1.620
6 O 1.47808 -2.41669 -0.63431  P5 1.736, H16 0.908
7 O 2.78843 -0.56299 -1.89642  P5 1.620, H17 0.927
8 H 1.19963 0.09666 1.41879  C1 1.144
9 H 0.08492 1.42009 1.78376  C1 1.009
10 H -0.52518 -0.21099 2.18547  C1 1.165
11 H -0.50343 1.59500 -0.17190  C2 1.121
12 H -1.77260 -0.58842 -1.17728  C3 1.086
13 H -2.44968 0.40429 0.26927  C3 1.126
14 H -1.68662 -1.18171 0.52808  C3 1.170
15 H 0.31696 -0.13611 -1.87589  N4 1.012
16 H 1.82422 -3.05302 -0.08666  O6 0.908
17 H 2.39839 0.05655 -2.46540  O7 0.927

Summary:
HOMO energy: -9.24 eV

=====

Stability check: which of them is least stable? arrangement one.